Record 1
Below is a single C5H9N5O molecule, with properties calculated with ωB97M-V/def2-TZVPD.

Computed properties:
molecular weight: 155.161 g/mol
E_tot: -544.7594 Eh
charge: 0
ΔE to the lowest compared entry with this formula, charge and spin: 5.345 eV
Kohn-Sham gap (spin up / spin down): 7.83 / 7.83 eV

Element x y z (Å)
C 1.374 -1.170 -1.599
C 1.362 0.098 -2.104
C -0.795 0.051 0.888
C -1.809 -1.332 2.811
C -0.598 -0.958 2.002
N 0.682 -1.311 -0.466
N 0.157 -0.034 -0.132
N 0.582 0.831 -1.201
N 1.076 2.703 -2.353
N 0.429 2.090 -1.243
O -1.644 0.931 0.856
H 2.021 -1.934 -2.046
H 1.688 0.599 -3.052
H -2.767 -1.449 2.105
H -1.667 -2.184 3.415
H -1.956 -0.399 3.399
H -0.114 -1.930 1.524
H 0.174 -0.648 2.740
H 0.989 3.714 -2.348
H 0.819 2.332 -3.197

Record 2
Below is 2 unconnected molecules or ions with the total composition C5H9N5O2, with properties calculated with ωB97M-V/def2-TZVPD.

Computed properties:
molecular weight: 171.160 g/mol
E_tot: -620.1715 Eh
charge: 0
ΔE to the lowest compared entry with this formula, charge and spin: 0.000 eV
Kohn-Sham gap: 9.38 eV
SMILES string: Nc1ncc(C=O)c(=O)n1N.N

Element x y z (Å)
N -1.668 -1.709 -0.529
C -0.367 -1.276 -0.363
N 0.545 -2.163 0.002
C 1.763 -1.635 0.283
C 2.102 -0.341 0.180
C 3.424 0.161 0.549
O 3.739 1.279 0.854
C 1.192 0.599 -0.371
O 1.403 1.718 -0.763
N -0.098 0.047 -0.586
N -0.884 0.819 -1.432
H -2.342 -1.116 -0.890
H -1.647 -2.651 -0.205
H 2.532 -2.332 0.551
H 4.104 -0.681 0.579
H -0.339 1.703 -1.618
H -1.685 1.116 -0.916
N -2.915 1.359 1.007
H -3.644 2.032 0.638
H -2.052 1.905 0.986
H -3.165 1.167 2.044

Record 3
Below is a molecular structure, C5H9N5PdSe2Te2, with properties calculated with ωB97M-V/def2-TZVPD.

Computed properties:
molecular weight: 658.702 g/mol
E_tot: -5936.5404 Eh
charge: -2
ΔE to the lowest compared entry with this formula, charge and spin: 1.182 eV
Kohn-Sham gap: 4.69 eV

Element x y z (Å)
Pd 0.243 -0.422 0.501
Se 0.180 -1.867 4.720
Te 0.068 -2.169 2.290
Te 2.378 -1.561 1.120
Se 0.688 -0.050 -1.949
N 1.909 3.776 -1.393
C 1.860 2.836 -0.388
N 2.923 2.018 -0.265
N 0.893 2.925 0.474
C 0.653 2.005 1.387
N 0.345 1.396 2.333
H 2.286 3.406 -2.253
H 1.011 4.214 -1.522
H 3.401 1.793 -1.124
H 2.719 1.166 0.251
C -3.070 -2.875 -0.300
C -1.862 -2.127 -0.872
C -1.680 -0.836 -0.181
N -1.917 0.186 0.348
H -3.118 -3.883 -0.716
H -3.997 -2.351 -0.541
H -2.992 -2.944 0.786
H -1.966 -1.912 -1.937
H -0.955 -2.725 -0.769

Record 4
Below is a molecular structure, C5H9N5Tl, with properties calculated with ωB97M-V/def2-TZVPD.

Computed properties:
molecular weight: 343.545 g/mol
E_tot: -640.9858 Eh
charge: +3
Kohn-Sham gap (spin up / spin down): 7.37 / 4.98 eV

Element x y z (Å)
Tl -0.629 2.152 1.262
C 0.055 -0.819 7.755
C 0.762 -1.092 6.476
C 0.453 -0.361 5.309
N 0.195 0.246 4.338
H 0.153 -1.656 8.449
H -0.971 -0.469 7.651
H 0.621 -0.004 8.271
H 0.621 -2.193 6.165
H 1.875 -1.231 6.535
N -1.052 5.358 -5.163
C -2.285 5.140 -4.756
N -3.349 5.360 -5.488
N -2.545 4.683 -3.489
C -2.003 4.158 -2.499
N -1.609 3.651 -1.499
H -0.852 5.751 -6.075
H -0.266 5.154 -4.566
H -3.288 5.660 -6.453
H -4.269 5.209 -5.096

Record 5
Below is a gas-phase ion, C5H9N6 (charge +1), with properties calculated with ωB97M-V/def2-TZVPD.

Computed properties:
molecular weight: 153.169 g/mol
E_tot: -524.1198 Eh
charge: +1
ΔE to the lowest compared entry with this formula, charge and spin: 1.016 eV
Kohn-Sham gap: 8.09 eV
SMILES string: [H]/N=C1/C=CN/C(=C/N=[NH2+])N1N

Element x y z (Å)
H 3.506 0.812 0.701
N 3.287 -0.185 0.778
C 2.164 -0.640 0.414
C 2.005 -2.038 0.241
C 0.896 -2.535 -0.313
N -0.139 -1.698 -0.636
C -0.082 -0.385 -0.277
C -1.381 0.141 -0.082
N -1.586 1.344 0.150
N -2.783 1.840 0.422
N 1.101 0.197 -0.072
N 1.162 1.511 0.116
H 2.834 -2.589 0.539
H 0.731 -3.600 -0.604
H -1.154 -2.067 -0.646
H -2.123 -0.710 -0.100
H -3.544 1.279 0.149
H -2.891 2.785 0.269
H 2.120 1.852 0.116
H 0.408 1.930 0.615

Record 6
Below is 2 unconnected molecules or ions with the total composition C5H9NO, with properties calculated with ωB97M-V/def2-TZVPD.

Computed properties:
spin multiplicity: 2
molecular weight: 99.133 g/mol
E_tot: -325.8430 Eh
<S²>: 0.7503
charge: -1
ΔE to the lowest compared entry with this formula, charge and spin: 0.559 eV
Kohn-Sham gap (spin up / spin down): 2.70 / 8.78 eV

Element x y z (Å)
C -1.052 -0.714 -1.703
C -0.227 0.385 -1.777
N -0.165 0.973 -0.547
C -0.842 0.243 0.386
C -1.513 -0.726 -0.315
C -0.931 0.513 1.856
H -1.307 -1.622 -2.214
H 0.503 0.648 -2.520
H 0.180 1.913 -0.383
H -2.136 -1.475 0.153
H -0.911 1.586 2.063
H -1.902 0.102 2.127
H -0.102 0.063 2.397
H 4.153 -0.383 0.697
H 3.570 -1.410 1.671
O 3.327 -0.622 1.163

Record 7
Below is a molecular structure, C5H9NO, with properties calculated with ωB97M-V/def2-TZVPD.

Computed properties:
molecular weight: 99.133 g/mol
E_tot: -325.7089 Eh
charge: 0
ΔE to the lowest compared entry with this formula, charge and spin: 6.222 eV
Kohn-Sham gap: 7.01 eV

Element x y z (Å)
C 1.391 -0.181 -0.821
C -1.742 -0.631 -0.469
C 0.368 0.843 0.183
C 0.500 -0.122 1.188
C -1.071 0.526 0.192
O 0.820 2.128 0.452
N 0.808 -0.978 2.011
H 0.262 2.717 -0.086
H 1.478 -1.701 1.741
H -1.699 1.235 0.720
H 1.148 0.282 -1.776
H 1.149 -1.241 -0.899
H 2.420 -0.033 -0.496
H -1.140 -1.145 -1.224
H -2.651 -0.298 -0.975
H -2.042 -1.402 0.259

Record 8
Below is a single C5H9NO molecule, with properties calculated with ωB97M-V/def2-TZVPD.

Computed properties:
molecular weight: 99.133 g/mol
E_tot: -325.8230 Eh
charge: 0
ΔE to the lowest compared entry with this formula, charge and spin: 3.118 eV
Kohn-Sham gap: 10.24 eV
SMILES string: COC1=NC1(C)C

Element x y z (Å)
C -1.609 0.728 -1.887
O -0.962 -0.509 -1.615
C -0.637 -0.664 -0.334
N -0.986 -1.295 0.684
C 0.353 -0.426 0.660
C 1.657 -1.204 0.551
C 0.378 0.870 1.436
H -2.366 0.931 -1.123
H -0.903 1.566 -1.936
H -2.078 0.585 -2.857
H 2.512 -0.599 0.872
H 1.834 -1.500 -0.489
H 1.626 -2.113 1.158
H 0.558 0.702 2.503
H -0.563 1.418 1.321
H 1.185 1.510 1.057

Record 9
Below is a single C5H9NO molecule, with properties calculated with ωB97M-V/def2-TZVPD.

Computed properties:
molecular weight: 99.133 g/mol
E_tot: -325.7289 Eh
charge: 0
ΔE to the lowest compared entry with this formula, charge and spin: 5.679 eV
Kohn-Sham gap (spin up / spin down): 8.40 / 8.40 eV
SMILES string: C[C@H]1[C@@H]2N(C)[C@]21O

Element x y z (Å)
C -0.765 2.088 0.730
C -0.355 1.090 -0.324
C 0.974 0.236 -0.240
N 0.254 -0.903 -0.819
C 0.601 -2.289 -0.586
C -0.825 -0.322 -0.199
O -0.942 -0.702 1.045
H -0.768 1.632 1.722
H -1.771 2.469 0.520
H -0.077 2.939 0.735
H -0.396 1.507 -1.336
H 1.820 0.580 -0.859
H -0.191 -2.923 -0.993
H 1.536 -2.513 -1.104
H 0.715 -2.496 0.485
H 0.190 -0.395 1.222

Record 10
Below is a molecular structure, C5H9NO, with properties calculated with ωB97M-V/def2-TZVPD.

Computed properties:
molecular weight: 99.133 g/mol
E_tot: -325.7709 Eh
charge: 0
ΔE to the lowest compared entry with this formula, charge and spin: 4.535 eV
Kohn-Sham gap: 9.39 eV

Element x y z (Å)
C 1.981 -0.359 0.340
C 0.752 0.356 -0.196
C -0.206 -0.260 -1.205
N -1.345 0.577 -0.782
C -2.034 -0.115 0.156
C -0.328 0.834 0.781
O -0.449 1.719 1.568
H 1.742 -1.284 0.873
H 2.553 0.295 1.006
H 2.631 -0.613 -0.506
H 1.062 1.315 -0.626
H 0.076 -0.112 -2.248
H -0.358 -1.338 -1.031
H -1.022 -0.316 1.131
H -2.750 0.470 0.736
H -2.306 -1.169 0.003

Record 11
Below is a molecular structure, C5H9NO, with properties calculated with ωB97M-V/def2-TZVPD.

Computed properties:
molecular weight: 99.133 g/mol
E_tot: -325.7308 Eh
charge: 0
ΔE to the lowest compared entry with this formula, charge and spin: 5.627 eV
Kohn-Sham gap (spin up / spin down): 7.78 / 7.78 eV

Element x y z (Å)
C 2.027 0.436 -0.444
O 0.708 0.546 0.102
C 0.214 -0.618 0.905
C -1.227 -0.446 0.908
C -0.776 0.982 -0.971
C -2.048 -1.372 0.234
N -2.720 -2.082 -0.404
H 2.207 1.321 -1.058
H 2.121 -0.470 -1.055
H 2.764 0.413 0.366
H 0.714 -0.526 1.874
H 0.551 -1.525 0.390
H -1.683 0.119 1.715
H -1.584 1.543 -0.516
H -0.085 1.626 -1.515
H -1.107 0.119 -1.540

Record 12
Below is a single C5H9NO molecule, with properties calculated with ωB97M-V/def2-TZVPD.

Computed properties:
molecular weight: 99.133 g/mol
E_tot: -325.7616 Eh
charge: 0
ΔE to the lowest compared entry with this formula, charge and spin: 4.789 eV
Kohn-Sham gap: 8.47 eV

Element x y z (Å)
C 1.843 -0.620 -1.314
C 0.629 -0.884 -0.526
C -0.248 1.211 1.332
C -0.594 -0.262 -1.043
O -1.630 -0.248 -0.075
C -1.219 0.070 1.197
N -1.707 -0.492 2.215
H 2.117 -1.544 -1.846
H 1.840 0.217 -2.027
H 2.670 -0.496 -0.606
H 0.211 1.198 2.317
H 0.553 1.164 0.596
H -0.721 2.190 1.197
H -0.935 -0.978 -1.814
H -0.488 0.728 -1.528
H -2.320 -1.254 1.925

Record 13
Below is a single C5H9NO molecule, with properties calculated with ωB97M-V/def2-TZVPD.

Computed properties:
molecular weight: 99.133 g/mol
E_tot: -325.8136 Eh
charge: 0
ΔE to the lowest compared entry with this formula, charge and spin: 3.374 eV
Kohn-Sham gap: 8.91 eV
SMILES string: C/C(O)=C1/CN1C

Element x y z (Å)
C 1.472 -0.476 1.693
C 0.082 -0.086 1.309
O -0.779 0.028 2.364
C -0.378 0.002 0.064
C -1.311 -0.570 -0.890
N 0.087 -0.206 -1.257
C 0.103 1.034 -2.046
H 1.999 0.282 2.282
H 1.360 -1.375 2.323
H 2.032 -0.743 0.789
H -1.589 0.406 1.995
H -2.117 -0.021 -1.371
H -1.463 -1.647 -0.827
H 0.117 0.775 -3.108
H 0.998 1.620 -1.824
H -0.779 1.668 -1.853

Record 14
Below is 2 unconnected molecules or ions with the total composition C5H9NO, with properties calculated with ωB97M-V/def2-TZVPD.

Computed properties:
molecular weight: 99.133 g/mol
E_tot: -325.7370 Eh
charge: 0
ΔE to the lowest compared entry with this formula, charge and spin: 5.458 eV
Kohn-Sham gap: 10.16 eV

Element x y z (Å)
C 2.489 0.672 -0.178
C 0.488 -1.923 -0.059
N -0.543 -1.879 0.719
C -0.835 -1.206 -0.491
C -0.927 0.294 -0.441
C -2.022 0.940 0.292
O -0.709 0.874 0.835
H 2.405 1.146 -1.161
H 3.510 0.789 0.192
H 1.792 1.157 0.511
H 2.248 -0.379 -0.258
H -0.789 -1.874 1.703
H -1.511 -1.701 -1.189
H -0.469 0.835 -1.271
H -2.362 1.932 -0.006
H -2.765 0.321 0.801